# 1
Molecular formula: C51H78IrN3O3
Method: DFT, the ωB97M-V functional and the def2-TZVPD basis

Element x y z (Å)
Ir: 0.06 -0.08 -0.09
C: -5.14 5.21 0.72
C: -4.11 5.63 -0.34
C: -3.67 7.06 -0.05
C: -4.76 5.58 -1.74
C: -2.95 4.65 -0.33
C: -3.21 3.27 -0.50
C: -2.21 2.34 -0.50
C: -2.56 0.93 -0.91
N: -2.02 -0.16 -0.06
C: -2.40 -1.47 -0.67
C: -1.51 -2.57 -0.11
N: -0.07 -2.13 -0.04
C: 0.52 -2.53 1.26
C: -0.07 -1.67 2.37
N: -0.10 -0.22 1.98
C: -1.40 0.42 2.30
C: -2.50 -0.07 1.36
C: 1.04 0.52 2.61
C: 2.37 -0.10 2.31
C: 3.16 -0.56 3.37
C: 4.43 -1.05 3.15
C: 4.91 -1.01 1.84
C: 4.18 -0.56 0.75
C: 2.84 -0.16 0.98
O: 2.07 0.18 -0.05
C: 4.82 -0.42 -0.64
C: 4.76 1.06 -1.05
C: 4.09 -1.26 -1.69
C: 6.29 -0.84 -0.63
C: 5.31 -1.61 4.27
C: 4.64 -1.51 5.64
C: 5.61 -3.09 3.98
C: 6.63 -0.83 4.33
C: 0.70 -2.68 -1.20
C: 0.05 -2.34 -2.51
C: -0.45 -3.36 -3.31
C: -1.08 -3.11 -4.51
C: -1.18 -1.77 -4.89
C: -0.70 -0.70 -4.14
C: -0.10 -0.98 -2.90
O: 0.31 0.00 -2.10
C: -0.86 0.71 -4.76
C: -2.35 0.99 -5.01
C: -0.11 0.73 -6.10
C: -0.31 1.87 -3.93
C: -1.67 -4.20 -5.41
C: -1.02 -4.13 -6.80
C: -3.18 -3.98 -5.54
C: -1.43 -5.60 -4.84
C: -0.86 2.77 -0.27
O: 0.10 1.96 -0.10
C: -0.56 4.18 -0.19
C: -1.62 5.06 -0.21
C: 0.89 4.66 -0.14
C: 1.62 4.17 -1.41
C: 0.98 6.19 -0.11
C: 1.62 4.12 1.11
H: -5.96 5.93 0.73
H: -4.70 5.19 1.71
H: -5.57 4.23 0.51
H: -4.54 7.71 -0.03
H: -3.00 7.44 -0.82
H: -3.17 7.14 0.92
H: -5.60 6.28 -1.77
H: -5.15 4.59 -1.98
H: -4.05 5.87 -2.51
H: -4.23 2.94 -0.67
H: -2.16 0.75 -1.91
H: -3.65 0.83 -0.96
H: -2.25 -1.39 -1.74
H: -3.46 -1.69 -0.47
H: -1.59 -3.46 -0.74
H: -1.82 -2.86 0.89
H: 1.60 -2.37 1.20
H: 0.34 -3.59 1.46
H: 0.52 -1.79 3.28
H: -1.09 -1.98 2.61
H: -1.25 1.50 2.18
H: -1.69 0.24 3.34
H: -3.35 0.60 1.42
H: -2.85 -1.06 1.66
H: 0.88 0.54 3.69
H: 0.98 1.53 2.22
H: 2.75 -0.50 4.37
H: 5.92 -1.36 1.67
H: 3.73 1.41 -1.13
H: 5.25 1.19 -2.02
H: 5.29 1.69 -0.33
H: 3.07 -0.91 -1.85
H: 4.08 -2.32 -1.40
H: 4.63 -1.19 -2.64
H: 6.88 -0.25 0.07
H: 6.70 -0.69 -1.62
H: 6.40 -1.90 -0.38
H: 3.71 -2.10 5.67
H: 4.41 -0.48 5.90
H: 5.31 -1.91 6.40
H: 4.69 -3.67 3.94
H: 6.25 -3.51 4.76
H: 6.13 -3.21 3.03
H: 6.45 0.23 4.52
H: 7.20 -0.92 3.41
H: 7.26 -1.21 5.14
H: 0.76 -3.77 -1.09
H: 1.70 -2.26 -1.12
H: -0.32 -4.38 -2.96
H: -1.66 -1.55 -5.83
H: -2.81 0.24 -5.66
H: -2.47 1.96 -5.49
H: -2.91 1.00 -4.07
H: -0.50 0.00 -6.81
H: 0.95 0.52 -5.95
H: -0.20 1.72 -6.56
H: -0.83 2.00 -2.98
H: -0.44 2.79 -4.51
H: 0.75 1.75 -3.70
H: -1.21 -3.17 -7.28
H: -1.43 -4.91 -7.44
H: 0.06 -4.26 -6.73
H: -3.41 -3.01 -5.98
H: -3.67 -4.03 -4.56
H: -3.62 -4.75 -6.17
H: -0.36 -5.81 -4.72
H: -1.84 -6.34 -5.51
H: -1.91 -5.73 -3.87
H: -1.42 6.11 -0.12
H: 1.14 4.56 -2.31
H: 1.64 3.08 -1.47
H: 2.65 4.53 -1.39
H: 0.52 6.64 -0.99
H: 2.03 6.48 -0.10
H: 0.51 6.61 0.79
H: 1.82 3.06 1.02
H: 1.04 4.31 2.02
H: 2.58 4.63 1.21

Results
**Multiplicity**: 2
**Expectation value of S²**: 0.780
**E_LUMO (spin up / spin down)**: -2.1187 / -5.0833 eV
**Net charge**: +1
**Maximum force**: 0.008 Eh/bohr
**Total energy**: -2484.35074 Eh
**Energy above the lowest of the compared OMol25 structures with the same formula, charge and spin**: 0.0 kJ/mol


# 2
Molecular formula: C2Li2O4
Method: DFT, the ωB97M-V functional and the def2-TZVPD basis

Element x y z (Å)
O: 0.39 0.91 -0.59
Li: -0.66 1.04 -2.24
C: 1.39 1.10 0.13
O: 1.70 0.66 1.23
Li: 0.84 -0.97 2.02
O: -1.70 -0.59 -1.19
O: -0.76 -1.34 0.79
C: -1.21 -0.81 -0.14

Results
**Multiplicity**: 2
**Expectation value of S²**: 0.753
**E_LUMO (spin up / spin down)**: -3.9388 / -4.1403 eV
**Net charge**: +1
**Maximum force**: 0.038 Eh/bohr
**Total energy**: -392.10870 Eh
**Energy above the lowest of the compared OMol25 structures with the same formula, charge and spin**: 13.4 kJ/mol


# 3
Molecular formula: C2H3N3O2
Method: DFT, the ωB97M-V functional and the def2-TZVPD basis

Element x y z (Å)
C: -0.17 -1.20 -0.14
C: 1.52 0.13 -0.36
H: -2.37 0.40 0.89
H: -0.88 -2.01 -0.21
H: 0.38 1.78 0.67
N: -0.56 0.07 0.26
N: 1.06 -1.20 -0.54
N: 0.35 0.99 -0.09
O: -1.92 0.47 -0.09
O: 2.59 0.57 -0.39

Results
**Multiplicity**: 1
**Structure (SMILES)**: O=c1ncn(O)[nH]1
**E_LUMO**: 0.1778 eV
**Maximum force**: 0.085 Eh/bohr
**Total energy**: -392.65918 Eh
**Energy above the lowest of the compared OMol25 structures with the same formula, charge and spin**: 352.8 kJ/mol


# 4
Molecular formula: C28H33BN4PS
Method: DFT, the ωB97M-V functional and the def2-TZVPD basis

Element x y z (Å)
C: -3.81 3.83 -0.42
C: -3.35 2.37 -0.35
C: -4.23 1.37 -0.66
C: -3.80 0.06 -0.64
C: -2.50 -0.22 -0.29
C: -1.96 -1.64 -0.21
B: -1.66 -1.99 1.40
P: -3.07 -1.39 2.59
S: -2.81 0.37 3.50
C: -1.62 0.79 0.01
C: -2.05 2.10 -0.01
H: -3.82 4.11 -1.48
H: -4.80 3.96 0.03
H: -3.10 4.47 0.11
H: -5.25 1.63 -0.93
H: -4.45 -0.79 -0.85
H: -1.04 -1.71 -0.77
H: -2.70 -2.35 -0.61
H: -1.59 -3.20 1.51
H: -0.59 -1.49 1.65
H: -3.23 -2.34 3.64
H: -4.30 -1.32 1.89
H: -0.60 0.56 0.28
H: -1.31 2.86 0.25
N: -1.02 -2.86 -2.97
C: -0.53 -4.10 -2.96
C: -0.43 -4.89 -4.09
C: -0.87 -4.38 -5.30
C: -1.39 -3.09 -5.33
C: -1.44 -2.38 -4.14
H: -0.21 -4.47 -1.99
H: -0.02 -5.89 -4.03
H: -0.81 -4.97 -6.21
H: -1.74 -2.65 -6.25
H: -1.83 -1.37 -4.11
N: 0.26 -6.03 0.13
C: 0.79 -4.96 0.72
C: 1.75 -5.04 1.73
C: 2.16 -6.29 2.15
C: 1.61 -7.42 1.54
C: 0.67 -7.23 0.54
H: 0.44 -4.00 0.37
H: 2.15 -4.14 2.17
H: 2.90 -6.40 2.93
H: 1.91 -8.41 1.84
H: 0.22 -8.08 0.04
N: -0.38 5.30 -0.83
C: -0.71 6.58 -0.74
C: -0.09 7.48 0.12
C: 0.92 7.01 0.94
C: 1.28 5.67 0.86
C: 0.60 4.86 -0.03
H: -1.51 6.91 -1.40
H: -0.40 8.52 0.15
H: 1.43 7.68 1.63
H: 2.06 5.26 1.48
H: 0.85 3.81 -0.13
N: 3.81 2.77 1.58
C: 4.24 2.11 2.66
C: 5.58 2.04 3.03
C: 6.52 2.68 2.23
C: 6.08 3.37 1.11
C: 4.72 3.38 0.83
H: 3.48 1.62 3.25
H: 5.88 1.49 3.91
H: 7.57 2.65 2.49
H: 6.78 3.88 0.46
H: 4.34 3.91 -0.03

Results
**Multiplicity**: 1
**E_LUMO**: 2.3320 eV
**Net charge**: -1
**Maximum force**: 0.048 Eh/bohr
**Total energy**: -2070.19485 Eh


# 5
Molecular formula: C37H43BrCl5Ge2O4Ti
Method: DFT, the ωB97M-V functional and the def2-TZVPD basis

Element x y z (Å)
Ti: -0.60 0.67 1.60
C: 1.51 4.21 2.30
C: 1.21 3.59 0.96
C: -0.10 3.64 0.44
C: -1.16 4.41 1.19
C: -0.37 3.14 -0.85
C: -1.75 3.27 -1.44
C: 0.67 2.59 -1.61
C: 0.38 2.08 -3.00
C: 1.98 2.58 -1.11
C: 3.12 2.07 -1.96
C: 2.24 3.05 0.18
C: 3.65 2.98 0.74
H: 0.97 3.71 3.10
H: 1.19 5.26 2.31
H: 2.57 4.20 2.54
H: -0.93 4.49 2.25
H: -2.14 3.93 1.12
H: -1.25 5.42 0.78
H: -1.70 3.65 -2.47
H: -2.37 3.96 -0.88
H: -2.27 2.31 -1.47
H: 0.90 1.14 -3.21
H: 0.69 2.80 -3.77
H: -0.68 1.89 -3.14
H: 3.93 2.80 -1.99
H: 2.82 1.88 -2.98
H: 3.54 1.14 -1.57
H: 3.66 2.60 1.76
H: 4.11 3.97 0.77
H: 4.29 2.34 0.15
Cl: 1.86 -3.47 1.34
C: 1.12 -3.89 2.89
Cl: -0.30 -2.90 3.22
H: 1.85 -3.71 3.67
H: 0.82 -4.93 2.86
Br: 5.51 -1.27 5.36
C: 4.85 -0.96 3.61
C: 5.68 -1.14 2.52
C: 5.20 -0.92 1.24
C: 3.89 -0.52 1.04
C: 3.07 -0.34 2.15
C: 3.54 -0.56 3.44
C: 1.67 0.06 1.96
O: 1.22 0.33 0.78
O: 0.86 0.11 2.92
H: 6.71 -1.46 2.68
H: 5.86 -1.08 0.39
H: 3.49 -0.37 0.05
H: 2.88 -0.41 4.29
Cl: -1.16 2.12 3.56
C: -4.30 1.13 2.14
Cl: -5.04 2.47 1.44
Cl: -5.11 0.24 3.32
C: -2.98 0.78 1.75
O: -2.37 -0.22 2.25
O: -2.32 1.48 0.90
C: -1.42 -4.91 0.62
Ge: -2.51 -3.29 0.29
C: -3.64 -3.76 -1.26
C: -3.75 -3.04 1.80
Ge: -1.25 -1.25 -0.29
C: 0.23 -1.82 -1.50
C: 1.32 -1.03 -1.85
C: 2.27 -1.47 -2.76
C: 2.16 -2.73 -3.34
C: 1.08 -3.53 -3.01
C: 0.13 -3.07 -2.10
C: -2.53 -0.44 -1.56
C: -3.87 -0.22 -1.21
C: -4.77 0.33 -2.10
C: -4.36 0.66 -3.39
C: -3.04 0.42 -3.77
C: -2.14 -0.13 -2.86
H: -1.89 -5.75 0.11
H: -1.39 -5.14 1.69
H: -0.40 -4.81 0.26
H: -4.38 -4.49 -0.92
H: -3.05 -4.22 -2.06
H: -4.17 -2.90 -1.68
H: -4.21 -4.01 2.02
H: -4.55 -2.35 1.54
H: -3.27 -2.67 2.70
H: 1.42 -0.03 -1.43
H: 3.11 -0.83 -3.01
H: 2.91 -3.08 -4.04
H: 0.96 -4.51 -3.46
H: -0.71 -3.73 -1.87
H: -4.23 -0.50 -0.22
H: -5.80 0.49 -1.80
H: -5.06 1.09 -4.10
H: -2.71 0.65 -4.77
H: -1.13 -0.31 -3.18

Results
**Multiplicity**: 2
**Expectation value of S²**: 0.931
**E_LUMO (spin up / spin down)**: -0.7813 / -1.8211 eV
**Maximum force**: 0.021 Eh/bohr
**Total energy**: -11615.07609 Eh
**Energy above the lowest of the compared OMol25 structures with the same formula, charge and spin**: 0.0 kJ/mol


# 6
Molecular formula: C8H12NOS
Method: DFT, the ωB97M-V functional and the def2-TZVPD basis

Element x y z (Å)
C: -0.19 -1.97 0.04
C: 1.10 -1.89 0.32
C: -1.05 -0.92 -0.29
C: -0.63 0.40 -0.28
C: 1.70 -0.60 0.29
C: 0.83 0.63 -0.13
C: -2.54 -1.23 -0.45
C: -1.36 1.67 -0.54
N: 1.37 1.92 0.49
O: 2.63 -0.24 1.24
S: 2.02 0.19 -1.44
H: -0.56 -2.97 -0.04
H: 1.66 -2.74 0.67
H: -2.57 -2.38 -0.43
H: -2.86 -0.73 -1.37
H: -3.14 -0.89 0.48
H: -1.09 2.43 0.15
H: -2.43 1.71 -0.63
H: -1.05 2.06 -1.45
H: 1.53 2.61 -0.26
H: 2.35 1.47 0.73
H: 1.01 2.34 1.39
H: 3.28 -0.90 1.48

Results
**Multiplicity**: 1
**Structure (SMILES)**: CC1=C(C)[C@]2([NH3+])S[C@]2(O)C=C1
**E_LUMO**: -3.6416 eV
**Net charge**: +1
**Maximum force**: 0.077 Eh/bohr
**Total energy**: -839.90362 Eh
**Energy above the lowest of the compared OMol25 structures with the same formula, charge and spin**: 46.5 kJ/mol


# 7
Molecular formula: CH14O5S
Method: DFT, the ωB97M-V functional and the def2-TZVPD basis

Element x y z (Å)
C: -2.26 1.01 3.15
S: -3.45 -0.19 2.39
H: -2.15 1.79 2.43
H: -2.51 1.45 4.09
H: -1.25 0.61 3.09
H: -2.40 -0.94 1.97
H: 0.72 0.04 1.13
H: 1.81 0.40 2.07
O: 0.94 0.71 1.80
H: -1.85 1.17 0.02
H: -1.15 2.47 -0.47
O: -0.99 1.56 -0.17
H: -0.11 -1.91 -1.74
H: 1.23 -1.94 -0.99
O: 0.29 -2.07 -0.88
H: 1.93 -1.39 -3.74
H: 3.08 -2.44 -3.92
O: 2.34 -2.18 -3.36
H: 2.35 0.11 -1.84
H: 1.56 1.31 -2.41
O: 1.88 0.43 -2.62

Results
**Multiplicity**: 1
**Structure (SMILES)**: CS.O.O.O.O.O
**E_LUMO**: 0.3374 eV
**Maximum force**: 0.032 Eh/bohr
**Total energy**: -820.84914 Eh
**Energy above the lowest of the compared OMol25 structures with the same formula, charge and spin**: 89.5 kJ/mol


# 8
Molecular formula: C4H6N2
Method: DFT, the ωB97M-V functional and the def2-TZVPD basis

Element x y z (Å)
N: 1.32 -0.29 0.67
C: 1.01 -0.82 -0.44
C: 0.08 0.22 1.23
C: -0.96 0.31 0.11
N: -0.51 1.06 -1.04
C: -0.30 -0.39 -1.04
H: 0.39 1.15 1.67
H: 1.63 -1.63 -0.77
H: -0.21 -0.52 2.00
H: -2.04 0.30 0.29
H: 0.35 1.55 -0.82
H: -0.76 -0.94 -1.85

Results
**Multiplicity**: 1
**Structure (SMILES)**: C1=NC[C@H]2N[C@@H]12
**E_LUMO**: 1.0119 eV
**Maximum force**: 0.026 Eh/bohr
**Total energy**: -265.45575 Eh
**Energy above the lowest of the compared OMol25 structures with the same formula, charge and spin**: 209.6 kJ/mol


# 9
Molecular formula: C22H21NO5PTi
Method: DFT, the ωB97M-V functional and the def2-TZVPD basis

Element x y z (Å)
Ti: 0.09 1.42 0.26
O: 3.58 2.22 2.32
C: 2.36 2.29 1.79
O: 1.83 1.33 1.16
C: 1.61 3.60 1.92
O: 0.23 3.35 1.60
C: -0.55 4.45 1.03
C: -0.97 4.11 -0.39
O: -1.35 4.90 -1.26
O: -0.88 2.76 -0.67
H: 3.90 1.32 2.14
H: 1.89 4.47 1.25
H: 1.65 4.03 2.95
H: 0.04 5.42 1.05
H: -1.39 4.53 1.77
N: -1.14 0.94 2.11
C: -2.05 0.38 1.16
C: -3.40 0.83 1.04
C: -4.10 0.33 -0.09
C: -3.57 -0.69 -0.96
C: -2.26 -1.10 -0.84
C: -1.48 -0.60 0.24
P: 0.22 -1.25 0.48
C: 0.88 -0.72 -1.16
C: 0.39 0.51 -1.75
C: 1.27 1.28 -2.56
C: 2.42 0.65 -3.08
C: 2.67 -0.67 -2.83
C: 1.94 -1.34 -1.88
C: 0.16 -2.99 0.31
C: 0.43 -3.72 1.50
C: 0.58 -5.07 1.51
C: 0.40 -5.82 0.29
C: 0.19 -5.12 -0.89
C: 0.09 -3.73 -0.87
H: -1.64 1.72 2.63
H: -0.62 0.24 2.65
H: -3.82 1.57 1.72
H: -5.09 0.74 -0.29
H: -4.20 -1.07 -1.74
H: -1.86 -1.79 -1.59
H: -0.69 0.61 -2.01
H: 1.06 2.34 -2.71
H: 3.14 1.16 -3.71
H: 3.48 -1.20 -3.29
H: 2.26 -2.37 -1.65
H: 0.53 -3.13 2.41
H: 1.01 -5.54 2.40
H: 0.50 -6.89 0.24
H: 0.19 -5.52 -1.92
H: 0.06 -3.19 -1.77

Results
**Multiplicity**: 2
**Expectation value of S²**: 0.754
**E_LUMO (spin up / spin down)**: -7.2195 / -6.9787 eV
**Net charge**: +2
**Maximum force**: 0.081 Eh/bohr
**Total energy**: -2472.17168 Eh
**Energy above the lowest of the compared OMol25 structures with the same formula, charge and spin**: 145.1 kJ/mol


# 10
Molecular formula: C2H3BN2O2S
Method: DFT, the ωB97M-V functional and the def2-TZVPD basis

Element x y z (Å)
B: 1.27 0.40 0.03
C: -1.20 -1.33 0.26
C: -0.58 -0.14 0.14
N: -2.55 -1.23 -0.02
N: -2.89 -0.09 -0.37
O: 2.28 -0.40 -0.20
O: 1.24 1.78 0.08
S: -1.80 1.05 -0.16
H: -0.90 -2.34 0.33
H: 3.02 0.15 -0.08
H: 2.12 2.16 -0.03

Results
**Multiplicity**: 1
**Structure (SMILES)**: OB(O)c1cnns1
**E_LUMO**: -0.2534 eV
**Maximum force**: 0.128 Eh/bohr
**Total energy**: -761.06903 Eh
**Energy above the lowest of the compared OMol25 structures with the same formula, charge and spin**: 121.6 kJ/mol


# 11
Molecular formula: C4H12N4
Method: DFT, the ωB97M-V functional and the def2-TZVPD basis

Element x y z (Å)
C: 1.15 0.11 2.78
C: 0.01 0.72 2.17
N: 0.43 -1.19 0.00
N: -0.91 1.25 1.73
H: 1.31 -0.94 0.42
H: 0.17 -2.15 0.13
H: -1.86 0.78 -0.04
H: 2.05 0.37 2.24
H: 1.24 0.46 3.80
H: 1.02 -0.97 2.79
C: 0.83 0.61 -1.57
C: 0.26 -0.76 -1.30
N: -2.21 0.62 -0.99
N: -0.34 -1.53 -2.10
H: -3.01 1.22 -1.13
H: -2.53 -0.34 -1.02
H: -0.52 -1.12 -3.01
H: 0.54 1.29 -0.77
H: 1.91 0.56 -1.62
H: 0.45 0.99 -2.51

Results
**Multiplicity**: 1
**Structure (SMILES)**: [H]/N=C(\C)N.CC#N.N
**E_LUMO**: 0.5443 eV
**Maximum force**: 0.012 Eh/bohr
**Total energy**: -378.62219 Eh
**Energy above the lowest of the compared OMol25 structures with the same formula, charge and spin**: 42.2 kJ/mol


# 12
Molecular formula: C2H13NO3S
Method: DFT, the ωB97M-V functional and the def2-TZVPD basis

Element x y z (Å)
C: 0.36 0.37 -0.62
C: 0.24 1.85 -0.68
S: -0.80 2.74 0.70
N: -0.27 -0.39 -1.75
H: -0.17 0.10 0.31
H: 1.45 0.33 -0.91
H: -0.36 2.07 -1.64
H: 1.17 2.40 -0.81
H: -1.62 1.78 0.99
H: 0.14 -1.25 -1.67
H: 0.12 -0.08 -2.58
H: 1.60 -3.20 1.11
H: 0.67 -4.29 1.58
O: 0.95 -3.85 0.73
H: -2.16 -0.35 -1.06
H: -3.71 -0.18 -0.79
O: -2.81 0.06 -0.49
H: 1.02 0.68 2.31
H: 2.41 1.00 2.60
O: 1.77 0.22 2.67

Results
**Multiplicity**: 1
**Structure (SMILES)**: NCCS.O.O.O
**E_LUMO**: 0.6408 eV
**Maximum force**: 0.092 Eh/bohr
**Total energy**: -762.59366 Eh
**Energy above the lowest of the compared OMol25 structures with the same formula, charge and spin**: 155.9 kJ/mol


The lowest maximum force belongs to which entry?
C51H78IrN3O3